Entry 1:
Below is a single C14H12ClN3O2 molecule in a non-equilibrium geometry, with properties calculated with ωB97M-V/def2-TZVPD.

Values from the calculation:
Structure (SMILES): O=C(NCc1cccnc1)NC(=O)c1ccc(Cl)cc1
HOMO level in eV: -8.85
Energy in eV: -35788.0876
ΔE to the lowest compared entry with this formula, charge and spin in kJ/mol: 1383.3

XYZ file:
```
32
C14H12ClN3O2 | the OMol25 dataset | ωB97M-V/def2-TZVPD
O 2.896 -0.968 0.982
C 1.745 -0.739 0.656
N 0.680 -1.224 1.162
C 0.419 -2.158 1.996
C -0.880 -2.277 2.458
C -1.526 -1.523 3.571
C -2.756 -2.095 3.707
C -3.395 -2.970 2.892
N -2.897 -3.564 1.992
C -1.367 -3.267 1.725
N 1.638 0.431 -0.451
C 0.609 0.750 -0.953
O -0.516 0.714 -0.533
C 0.769 1.848 -2.182
C -0.053 3.040 -2.221
C 0.064 3.840 -3.201
C 1.130 3.923 -4.009
Cl 1.231 5.089 -5.321
C 2.144 2.557 -4.098
C 1.860 1.763 -2.893
H -0.276 -0.740 0.708
H 1.115 -2.839 1.789
H 1.003 -1.646 3.016
H -0.919 -1.105 4.043
H -3.205 -1.548 4.676
H -4.653 -3.238 3.071
H -1.028 -3.823 0.754
H 2.544 0.588 -0.926
H -0.946 2.820 -1.612
H -0.832 4.639 -3.310
H 2.985 2.642 -4.599
H 2.415 1.080 -2.889
```

Entry 2:
Below is a molecular structure, C25H33O2SrTe in a non-equilibrium geometry, with properties calculated with ωB97M-V/def2-TZVPD.

Values from the calculation:
Charge: -1
HOMO level in eV: -3.50
Energy in eV: -38685.0913

XYZ file:
```
62
C25H33O2SrTe | the OMol25 dataset | ωB97M-V/def2-TZVPD
O -0.530 -0.668 -0.221
C -1.260 -0.272 -1.456
C -2.238 -1.429 -1.319
H -0.583 -0.325 -2.312
H -1.681 0.735 -1.347
C -1.396 -1.867 -0.102
H -2.234 -2.103 -2.168
H -3.247 -1.111 -1.046
C -0.608 -3.134 -0.337
H 0.079 -3.035 -1.182
H -1.300 -3.962 -0.531
H -0.006 -3.397 0.534
C -2.132 -1.881 1.213
H -2.776 -1.009 1.313
H -1.441 -1.890 2.061
H -2.742 -2.787 1.273
Sr 1.097 0.998 0.552
C 0.086 2.166 3.159
C 0.176 3.173 2.162
C -0.872 2.957 1.223
H 0.911 3.987 2.134
C -1.612 1.816 1.645
C -1.023 1.337 2.850
H -1.422 0.539 3.482
H 0.715 2.081 4.044
H -1.094 3.578 0.347
H -2.520 1.430 1.183
C 2.996 0.235 2.614
C 1.931 -0.542 3.123
C 1.650 -1.583 2.200
H 1.457 -0.422 4.099
C 2.562 -1.459 1.113
C 3.406 -0.342 1.377
H 4.224 0.031 0.746
H 3.467 1.088 3.104
H 0.930 -2.387 2.350
H 2.629 -2.139 0.257
O -2.704 -2.428 -4.646
C -3.683 -3.427 -4.287
C -4.340 -3.980 -5.564
H -4.450 -2.955 -3.641
H -3.178 -4.206 -3.679
C -4.140 -2.838 -6.563
H -5.380 -4.249 -5.405
H -3.784 -4.860 -5.897
C -2.823 -2.206 -6.077
H -4.952 -2.115 -6.454
H -4.093 -3.166 -7.597
H -2.758 -1.121 -6.275
H -1.974 -2.692 -6.595
Te 3.439 3.325 -0.239
C 3.985 3.903 1.698
C 4.997 3.192 2.385
C 5.422 3.646 3.640
C 4.838 4.786 4.209
C 3.813 5.463 3.550
C 3.369 5.034 2.296
H 5.434 2.314 1.911
H 6.218 3.119 4.162
H 5.205 5.155 5.176
H 3.357 6.349 4.005
H 2.582 5.552 1.751
```

Entry 3:
Below is a molecular structure, C5H9N2 in a non-equilibrium geometry, with properties calculated with ωB97M-V/def2-TZVPD.

Values from the calculation:
Charge: +1
HOMO level in eV: -14.37
Energy in eV: -8300.6466
ΔE to the lowest compared entry with this formula, charge and spin in kJ/mol: 490.7

XYZ file:
```
16
C5H9N2 | the OMol25 dataset | ωB97M-V/def2-TZVPD
C -2.822 -0.009 0.707
C -1.913 -0.838 0.664
C 0.823 0.386 -1.170
C 0.293 0.964 1.113
C -0.709 -1.453 0.355
N 0.180 0.174 -0.072
N 0.888 -0.456 -2.168
H -3.613 0.505 1.089
H 1.467 1.304 -1.244
H 0.004 2.031 0.990
H -0.441 0.754 1.873
H 1.257 0.742 1.551
H -0.745 -1.972 -0.637
H 0.095 -1.807 1.082
H 1.388 -0.015 -2.983
H 0.773 -1.469 -2.058
```

Entry 4:
Below is a molecular structure, C38H40ClN4O5PRe in a non-equilibrium geometry, with properties calculated with ωB97M-V/def2-TZVPD.

Values from the calculation:
Spin multiplicity: 2
Charge: +2
Expectation value of S²: 0.81
HOMO level (spin up / spin down) in eV: -13.76 / -13.77
Energy in eV: -80171.7329

XYZ file:
```
90
C38H40ClN4O5PRe | the OMol25 dataset | ωB97M-V/def2-TZVPD
Re 0.143 -0.207 0.736
C -3.125 -3.950 -1.978
C -2.538 -2.534 -1.993
C -3.383 -1.586 -1.185
C -4.642 -1.244 -1.671
C -5.483 -0.389 -0.979
C -5.068 0.149 0.224
C -3.810 -0.138 0.741
C -3.404 0.470 2.043
C -3.392 -0.488 3.234
C -2.958 -0.994 0.022
N -1.663 -1.314 0.501
C -1.517 -2.576 0.843
C -0.223 -3.055 1.060
C 0.348 -4.279 1.436
C 1.729 -4.090 1.401
C 1.954 -2.771 1.008
N 0.787 -2.128 0.813
H -2.503 -4.618 -2.564
H -4.126 -3.959 -2.400
H -3.185 -4.345 -0.968
H -2.513 -2.192 -3.031
H -1.508 -2.560 -1.634
H -4.971 -1.660 -2.610
H -6.458 -0.153 -1.376
H -5.723 0.793 0.791
H -4.080 1.293 2.272
H -2.413 0.894 1.918
H -4.368 -0.945 3.373
H -3.140 0.072 4.131
H -2.649 -1.273 3.110
H -2.383 -3.223 0.908
H -0.183 -5.170 1.710
H 2.480 -4.822 1.623
H 2.903 -2.289 0.847
N 1.970 0.386 1.311
C 2.586 0.654 2.265
N 3.268 0.848 3.323
C 2.927 0.108 4.534
C 4.217 -0.572 5.034
O 5.223 0.381 5.228
C 5.569 1.035 4.038
C 4.357 1.798 3.465
H 2.148 -0.627 4.318
H 2.563 0.815 5.287
H 4.529 -1.334 4.302
H 4.044 -1.048 6.001
H 5.930 0.316 3.285
H 6.372 1.730 4.287
H 4.593 2.246 2.500
H 4.048 2.581 4.167
O -1.383 2.579 3.261
Cl -0.317 1.943 2.652
O 0.919 2.572 2.876
O -0.223 0.554 3.049
O -0.545 1.876 1.201
C -2.680 4.027 -2.021
C -1.345 4.340 -2.228
C -0.363 3.376 -2.075
C -0.726 2.078 -1.729
C -2.073 1.756 -1.564
C -3.043 2.728 -1.697
P 0.477 0.745 -1.495
C 2.099 1.525 -1.683
C 2.925 1.221 -2.763
C 4.051 1.994 -2.998
C 4.350 3.061 -2.164
C 3.551 3.335 -1.063
C 2.426 2.571 -0.815
C 0.237 -0.423 -2.852
C -0.492 -0.058 -3.980
C -0.636 -0.960 -5.021
C -0.055 -2.216 -4.936
C 0.671 -2.578 -3.811
C 0.819 -1.688 -2.764
H -3.440 4.787 -2.119
H -1.065 5.343 -2.509
H 0.673 3.638 -2.228
H -2.345 0.738 -1.334
H -4.082 2.471 -1.556
H 2.682 0.398 -3.421
H 4.687 1.771 -3.842
H 5.206 3.683 -2.374
H 3.792 4.164 -0.416
H 1.787 2.792 0.029
H -0.941 0.925 -4.042
H -1.205 -0.670 -5.891
H -0.169 -2.918 -5.746
H 1.117 -3.557 -3.752
H 1.376 -1.959 -1.877
```

Entry 5:
Below is a molecular structure, C29H49AsIrN10Se in a non-equilibrium geometry, with properties calculated with ωB97M-V/def2-TZVPD.

Values from the calculation:
Spin multiplicity: 2
Charge: +4
Expectation value of S²: 0.75
HOMO level (spin up / spin down) in eV: -18.23 / -18.23
Energy in eV: -174753.2535
ΔE to the lowest compared entry with this formula, charge and spin in kJ/mol: 824.6

XYZ file:
```
91
C29H49AsIrN10Se | the OMol25 dataset | ωB97M-V/def2-TZVPD
Ir -0.210 1.271 -0.605
N -0.712 3.059 0.968
C -1.743 2.938 2.011
C -3.133 2.704 1.432
C -3.326 1.294 0.893
N -2.573 1.055 -0.352
H 0.157 3.360 1.406
H -0.996 3.812 0.344
H -1.772 3.855 2.609
H -1.480 2.110 2.680
H -3.340 3.435 0.647
H -3.865 2.867 2.224
H -4.396 1.136 0.711
H -2.992 0.560 1.645
H -2.903 1.734 -1.039
H -2.836 0.133 -0.691
Se 7.755 0.581 -0.235
N 6.472 0.663 0.959
C 5.303 0.765 0.367
C 4.036 0.851 1.034
C 3.926 0.880 2.429
C 2.665 0.939 2.989
C 1.555 0.965 2.148
N 1.639 0.971 0.823
C 2.857 0.914 0.253
C 2.931 0.953 -1.192
N 1.778 1.065 -1.875
C 1.820 1.119 -3.199
C 3.001 1.067 -3.933
C 4.198 0.947 -3.256
C 4.176 0.889 -1.858
C 5.371 0.783 -1.071
N 6.594 0.694 -1.543
H 4.826 0.867 3.026
H 2.538 0.975 4.061
H 0.552 1.000 2.564
H 0.870 1.222 -3.705
H 2.972 1.120 -5.010
H 5.149 0.903 -3.766
C 1.654 -2.886 -2.028
C 0.167 -3.246 -2.039
C -0.074 -4.540 -1.269
C -0.350 -3.413 -3.480
N -0.618 -2.193 -1.365
N -0.697 -0.917 -1.940
H 2.216 -3.748 -2.376
H 1.987 -2.643 -1.021
H 1.895 -2.056 -2.688
H 0.477 -5.356 -1.732
H -1.127 -4.815 -1.282
H 0.264 -4.457 -0.239
H 0.151 -4.255 -3.949
H -0.160 -2.533 -4.089
H -1.418 -3.622 -3.484
H -1.529 -2.545 -1.079
H -1.521 -0.810 -2.543
H 0.130 -0.807 -2.528
C 0.365 -3.810 3.172
C 0.407 -2.455 2.488
As -1.374 -1.564 2.498
C -1.721 -1.164 4.418
C -3.061 -0.536 4.730
C -2.709 -2.968 2.017
C -4.006 -2.504 1.380
H 1.374 -4.225 3.183
H -0.270 -4.525 2.652
H 0.039 -3.734 4.207
H 0.738 -2.551 1.452
H 1.098 -1.783 2.999
H -0.898 -0.565 4.814
H -1.665 -2.161 4.869
H -3.111 0.505 4.409
H -3.216 -0.530 5.811
H -3.888 -1.091 4.287
H -2.921 -3.461 2.969
H -2.202 -3.674 1.359
H -4.530 -1.772 1.991
H -4.672 -3.359 1.265
H -3.836 -2.084 0.389
C 0.770 4.656 -1.728
C -0.364 4.036 -2.445
N -0.833 2.805 -2.253
C -1.866 2.642 -3.141
C -2.019 3.787 -3.865
N -1.069 4.647 -3.411
H 1.222 3.930 -1.054
H 0.449 5.533 -1.165
H 1.520 5.000 -2.441
H -2.417 1.730 -3.236
H -2.721 4.041 -4.631
H -0.927 5.588 -3.756
```

Entry 6:
Below is 2 unconnected molecules or ions with the total composition C10H16O in a non-equilibrium geometry, with properties calculated with ωB97M-V/def2-TZVPD.

Values from the calculation:
Structure (SMILES): Cc1ccc(O)cc1.CCC
HOMO level in eV: -8.72
Energy in eV: -12675.4832
ΔE to the lowest compared entry with this formula, charge and spin in kJ/mol: 216.3

XYZ file:
```
27
C10H16O | the OMol25 dataset | ωB97M-V/def2-TZVPD
C 2.550 0.122 2.137
C 1.601 0.636 1.126
C 0.225 0.872 1.420
C -0.636 1.339 0.462
C -0.157 1.546 -0.819
O -0.924 2.380 -1.717
C 1.192 1.416 -1.106
C 2.072 0.938 -0.098
H 2.687 -0.931 1.898
H 2.034 0.091 3.085
H 3.598 0.491 2.029
H -0.274 0.517 2.424
H -1.642 1.734 0.710
H -1.771 2.023 -1.750
H 1.570 1.718 -2.023
H 3.114 0.839 -0.377
C -2.173 -1.549 0.290
C -1.125 -2.579 -0.216
C -1.586 -3.578 -1.329
H -3.134 -2.038 0.656
H -2.468 -0.786 -0.532
H -1.552 -1.025 1.015
H -0.293 -2.018 -0.705
H -0.734 -3.119 0.684
H -2.394 -4.244 -0.823
H -2.226 -2.979 -1.944
H -0.908 -4.289 -1.815
```

Entry 7:
Below is a single C28H34N6O2 molecule in a non-equilibrium geometry, with properties calculated with ωB97M-V/def2-TZVPD.

Values from the calculation:
Structure (SMILES): CCCn1c2ccccc2c2cnn(CC(=O)NCCCN3CCN(c4ccccc4)CC3)c(=O)c21
HOMO level in eV: -7.78
Energy in eV: -42624.8464
ΔE to the lowest compared entry with this formula, charge and spin in kJ/mol: 56.8

XYZ file:
```
70
C28H34N6O2 | the OMol25 dataset | ωB97M-V/def2-TZVPD
C 1.776 3.828 1.613
C 0.362 3.305 1.403
C 0.393 1.876 0.855
N -0.935 1.337 0.703
C -1.752 0.941 1.733
C -1.475 0.839 3.092
C -2.483 0.392 3.918
C -3.746 0.055 3.420
C -4.031 0.154 2.077
C -3.028 0.600 1.219
C -2.955 0.819 -0.189
C -3.847 0.693 -1.273
N -3.477 0.965 -2.482
N -2.224 1.345 -2.728
C -1.922 1.530 -4.137
C -1.377 0.221 -4.742
O -1.989 -0.421 -5.566
N -0.173 -0.115 -4.247
C 0.411 -1.416 -4.487
C -0.266 -2.519 -3.658
C -0.482 -2.216 -2.171
N 0.711 -2.389 -1.356
C 0.405 -2.845 -0.010
C 1.716 -3.139 0.723
N 2.557 -1.968 0.808
C 2.499 -1.106 1.888
C 1.576 -1.258 2.930
C 1.612 -0.437 4.042
C 2.548 0.577 4.149
C 3.466 0.744 3.124
C 3.449 -0.081 2.019
C 2.831 -1.479 -0.525
C 1.526 -1.190 -1.275
C -1.213 1.506 -1.800
O -0.067 1.789 -2.162
C -1.654 1.269 -0.454
H 2.321 3.834 0.673
H 2.312 3.194 2.317
H 1.752 4.841 2.006
H -0.170 3.946 0.697
H -0.184 3.321 2.349
H 0.870 1.878 -0.127
H 0.962 1.230 1.531
H -0.503 1.090 3.484
H -2.297 0.300 4.978
H -4.505 -0.288 4.106
H -5.004 -0.108 1.690
H -4.871 0.379 -1.153
H -1.180 2.325 -4.233
H -2.851 1.790 -4.644
H 0.237 0.485 -3.538
H 0.271 -1.654 -5.546
H 1.480 -1.360 -4.281
H -1.250 -2.693 -4.097
H 0.319 -3.434 -3.747
H -1.231 -2.925 -1.808
H -0.912 -1.208 -2.048
H -0.188 -3.760 -0.074
H -0.175 -2.089 0.553
H 1.528 -3.546 1.716
H 2.267 -3.889 0.145
H 0.811 -2.017 2.883
H 0.892 -0.594 4.833
H 2.568 1.220 5.016
H 4.217 1.518 3.193
H 4.202 0.056 1.259
H 3.430 -0.572 -0.492
H 3.388 -2.252 -1.065
H 1.767 -0.846 -2.278
H 0.986 -0.380 -0.753
```

Entry 8:
Below is a molecular structure, C11H23F5NO3P2TeZn in a non-equilibrium geometry, with properties calculated with ωB97M-V/def2-TZVPD.

Values from the calculation:
Charge: +1
HOMO level in eV: -12.43
Energy in eV: -107284.2973
ΔE to the lowest compared entry with this formula, charge and spin in kJ/mol: 52.3

XYZ file:
```
47
C11H23F5NO3P2TeZn | the OMol25 dataset | ωB97M-V/def2-TZVPD
Zn -0.014 0.641 -0.067
P -2.226 0.079 -0.590
C -2.303 0.624 -2.323
C -0.922 1.147 -2.786
N 0.204 0.976 -2.018
C 1.461 1.371 -2.330
C 1.634 2.154 -3.456
C 0.486 2.455 -4.266
C -0.763 1.905 -3.919
C 2.641 1.017 -1.388
P 2.286 -0.496 -0.401
H -1.638 2.106 -4.545
H 2.612 2.552 -3.664
H 0.619 3.031 -5.151
H 3.554 0.903 -1.995
H 2.779 1.865 -0.688
H -2.628 -0.130 -3.017
H -3.068 1.429 -2.435
H -1.221 -2.084 -3.585
O -1.507 -2.663 -4.314
H -2.443 -2.624 -4.019
H -0.301 -3.234 -0.337
O 0.052 -3.092 -1.216
H -0.274 -3.923 -1.704
C 2.949 -1.796 -1.478
H 3.810 -1.467 -2.070
H 3.230 -2.662 -0.871
H 2.176 -2.125 -2.173
C 3.448 -0.328 0.993
H 3.332 -1.221 1.618
H 4.489 -0.261 0.651
H 3.197 0.537 1.619
C -2.915 1.636 0.249
H -3.766 1.998 -0.380
H -3.247 1.457 1.301
H -2.114 2.417 0.305
C -3.579 -1.143 -0.378
H -3.742 -1.364 0.691
H -4.517 -0.767 -0.818
H -3.291 -2.077 -0.886
F 0.874 -0.827 2.695
Te 0.035 0.922 3.078
F -1.607 -0.065 2.604
F -1.022 2.519 3.291
F -0.177 0.493 4.970
F 1.791 1.655 3.407
O 0.335 1.690 1.386
```

> Which of these has the highest energy?

C5H9N2

> Among the records above, which one has the highest energy?

C5H9N2

Copy entry 8 word for word.
Below is a molecular structure, C11H23F5NO3P2TeZn in a non-equilibrium geometry, with properties calculated with ωB97M-V/def2-TZVPD.

Values from the calculation:
Charge: +1
HOMO level in eV: -12.43
Energy in eV: -107284.2973
ΔE to the lowest compared entry with this formula, charge and spin in kJ/mol: 52.3

XYZ file:
```
47
C11H23F5NO3P2TeZn | the OMol25 dataset | ωB97M-V/def2-TZVPD
Zn -0.014 0.641 -0.067
P -2.226 0.079 -0.590
C -2.303 0.624 -2.323
C -0.922 1.147 -2.786
N 0.204 0.976 -2.018
C 1.461 1.371 -2.330
C 1.634 2.154 -3.456
C 0.486 2.455 -4.266
C -0.763 1.905 -3.919
C 2.641 1.017 -1.388
P 2.286 -0.496 -0.401
H -1.638 2.106 -4.545
H 2.612 2.552 -3.664
H 0.619 3.031 -5.151
H 3.554 0.903 -1.995
H 2.779 1.865 -0.688
H -2.628 -0.130 -3.017
H -3.068 1.429 -2.435
H -1.221 -2.084 -3.585
O -1.507 -2.663 -4.314
H -2.443 -2.624 -4.019
H -0.301 -3.234 -0.337
O 0.052 -3.092 -1.216
H -0.274 -3.923 -1.704
C 2.949 -1.796 -1.478
H 3.810 -1.467 -2.070
H 3.230 -2.662 -0.871
H 2.176 -2.125 -2.173
C 3.448 -0.328 0.993
H 3.332 -1.221 1.618
H 4.489 -0.261 0.651
H 3.197 0.537 1.619
C -2.915 1.636 0.249
H -3.766 1.998 -0.380
H -3.247 1.457 1.301
H -2.114 2.417 0.305
C -3.579 -1.143 -0.378
H -3.742 -1.364 0.691
H -4.517 -0.767 -0.818
H -3.291 -2.077 -0.886
F 0.874 -0.827 2.695
Te 0.035 0.922 3.078
F -1.607 -0.065 2.604
F -1.022 2.519 3.291
F -0.177 0.493 4.970
F 1.791 1.655 3.407
O 0.335 1.690 1.386
```

> Look up the energy of the sixth one.

-12675.4832 eV